*w*
{"formula": "C6H12N", "method": "ωB97M-V/def2-TZVPD", "species": ["C", "C", "C", "C", "C", "C", "N", "H", "H", "H", "H", "H", "H", "H", "H", "H", "H", "H", "H"], "xyz": [[-0.11, 0.84, 0.38], [1.92, -0.64, 0.06], [2.49, 0.74, 0.21], [-0.41, 2.30, 0.66], [-2.06, -1.83, -1.07], [-1.73, -1.54, 0.31], [1.03, 0.40, 0.29], [2.09, -1.32, -0.81], [2.05, -1.35, 0.93], [2.70, 1.30, 1.11], [2.80, 1.23, -0.74], [0.16, 2.85, 1.44], [-1.46, 2.61, 0.41], [0.13, 2.84, -0.19], [-3.11, -1.46, -1.16], [-1.93, -2.83, -1.40], [-1.39, -1.22, -1.79], [-2.25, -0.76, 0.87], [-0.93, -2.18, 0.50]], "charge": 1, "orbital_gap_ha": [0.2325, 0.3258], "e_homo_ev": [-12.14, -13.29]}

*x*
{"formula": "C6H12N", "method": "ωB97M-V/def2-TZVPD", "species": ["C", "C", "C", "C", "C", "C", "N", "H", "H", "H", "H", "H", "H", "H", "H", "H", "H", "H", "H"], "xyz": [[-1.15, -2.83, -0.40], [0.08, -2.60, -0.03], [0.88, 0.81, -0.08], [-0.05, 1.15, 0.94], [1.46, 1.85, -1.00], [-0.81, 1.68, 1.95], [-0.53, 0.34, -0.23], [-1.58, -3.73, 0.06], [-1.67, -2.31, -1.25], [0.55, -3.07, 0.76], [1.62, -0.01, 0.00], [0.77, 2.69, -1.22], [1.67, 1.44, -2.02], [2.42, 2.15, -0.54], [-1.85, 1.70, 1.97], [-0.46, 2.47, 2.58], [0.52, -1.87, -0.74], [-1.29, 0.82, -0.67], [-0.57, -0.69, -0.09]], "charge": 1, "orbital_gap_ha": 0.4044, "e_homo_ev": -14.47}

*y*
{"formula": "C6H12N", "method": "ωB97M-V/def2-TZVPD", "species": ["C", "C", "C", "C", "C", "C", "N", "H", "H", "H", "H", "H", "H", "H", "H", "H", "H", "H", "H"], "xyz": [[-4.11, -0.15, 0.25], [2.14, -0.61, -1.74], [1.54, 0.01, -0.68], [0.06, 0.31, -0.52], [1.88, 0.14, 1.83], [2.33, 0.44, 0.46], [-3.03, 0.26, -0.42], [-4.11, -1.11, 0.80], [-3.83, 0.57, -1.06], [1.66, -1.16, -2.52], [3.21, -0.68, -1.68], [-0.35, 0.30, -1.53], [-0.48, -0.49, 0.00], [2.40, 0.59, 2.69], [0.83, 0.44, 1.86], [3.39, 0.58, 0.34], [-5.11, 0.24, 0.08], [1.82, -0.95, 1.96], [-0.25, 1.27, -0.11]], "charge": 1, "orbital_gap_ha": 0.2274, "e_homo_ev": -13.01}

*z*
{"formula": "C6H12N", "method": "ωB97M-V/def2-TZVPD", "species": ["C", "C", "C", "C", "C", "C", "N", "H", "H", "H", "H", "H", "H", "H", "H", "H", "H", "H", "H"], "xyz": [[2.05, -1.73, -0.79], [-1.28, 0.08, -0.41], [-0.54, 0.90, 0.36], [-1.92, -0.80, -1.12], [0.49, 1.61, -0.32], [-1.11, 1.16, 1.68], [1.44, -1.44, 0.30], [1.64, -1.32, -1.81], [2.83, -2.39, -0.89], [-2.63, -0.60, -1.85], [-1.63, -1.89, -1.05], [1.79, -1.94, 1.09], [0.15, 1.96, -1.39], [1.44, 0.99, -0.44], [0.65, 2.51, 0.27], [-1.94, 0.47, 1.84], [-1.58, 2.16, 1.87], [-0.46, 1.04, 2.46], [0.60, -0.77, 0.21]], "charge": 1, "orbital_gap_ha": 0.2790, "e_homo_ev": -12.93}

The energy of each structure relative to the most stable one, in kJ/mol, is as follows: *w* 316.1; *x* 27.6; *y* 140.2; *z* 0.0.

*w*
{"formula": "C7H8N4", "method": "ωB97M-V/def2-TZVPD", "species": ["C", "C", "C", "C", "C", "C", "C", "H", "H", "H", "H", "H", "H", "H", "H", "N", "N", "N", "N"], "xyz": [[-0.92, 0.85, 0.53], [0.21, 0.80, 1.16], [1.24, 0.04, 0.90], [3.05, -1.12, 0.42], [1.00, -0.71, -0.17], [0.07, -0.45, -1.13], [-1.16, 0.22, -0.85], [-2.99, 0.62, 1.26], [-2.20, 1.93, 1.90], [-0.13, 0.84, 2.27], [4.11, -1.48, 0.33], [2.35, -2.17, -1.29], [0.29, -0.93, -2.08], [-2.56, 0.18, -2.39], [-2.53, 1.34, -1.41], [-2.23, 1.30, 1.14], [2.65, -0.20, 1.27], [2.16, -1.39, -0.52], [-2.39, 0.33, -1.34]], "charge": 0, "orbital_gap_ha": 0.3095, "smiles": "Nc1cc2nc[nH]c2cc1N", "e_homo_ev": -7.61}

*x*
{"formula": "C7H8N4", "method": "ωB97M-V/def2-TZVPD", "species": ["C", "C", "C", "C", "C", "C", "C", "H", "H", "H", "H", "H", "H", "H", "H", "N", "N", "N", "N"], "xyz": [[1.35, -0.11, 0.82], [1.96, 0.09, -0.34], [1.29, 0.28, -1.53], [-0.12, 0.39, -1.55], [-0.79, 0.07, -0.38], [-0.96, -0.38, 1.81], [-0.05, -0.09, 0.83], [2.77, -0.92, 2.04], [2.73, 0.62, 2.25], [3.05, 0.37, -0.45], [1.70, 0.41, -2.52], [-0.53, 1.44, -3.15], [-0.40, -0.05, -3.47], [-3.01, -0.11, -0.41], [-0.75, -0.68, 2.86], [2.07, -0.14, 2.09], [-0.88, 0.53, -2.78], [-2.07, -0.25, 0.05], [-2.21, -0.52, 1.34]], "charge": 0, "orbital_gap_ha": 0.3299, "smiles": "Nc1ccc(N)c2[nH]ncc12", "e_homo_ev": -8.19}

The energy of each structure relative to the most stable one, in kJ/mol, is as follows: *w* 179.0; *x* 0.0.

*w*
{"formula": "C13H23BeN4O2P2", "method": "ωB97M-V/def2-TZVPD", "species": ["Be", "P", "C", "C", "N", "C", "C", "C", "C", "C", "P", "H", "H", "H", "H", "H", "H", "H", "H", "O", "H", "H", "O", "H", "C", "H", "H", "H", "C", "H", "H", "H", "C", "H", "H", "H", "C", "H", "H", "H", "N", "C", "N", "C", "N"], "xyz": [[-0.19, 0.51, 0.65], [-2.31, 0.26, 0.45], [-2.19, 0.63, -1.28], [-0.94, 1.20, -1.70], [0.15, 1.06, -0.85], [1.39, 1.35, -1.30], [1.60, 2.03, -2.49], [0.50, 2.30, -3.31], [-0.75, 1.86, -2.92], [2.54, 0.93, -0.41], [2.33, -0.69, 0.40], [-1.63, 2.03, -3.54], [2.62, 2.33, -2.75], [0.65, 2.85, -4.23], [3.47, 0.87, -1.00], [2.71, 1.69, 0.37], [-2.09, -0.94, -2.49], [-3.08, 0.81, -1.90], [-0.79, -2.32, -1.51], [-1.71, -1.86, -2.64], [-2.28, -2.32, -3.27], [1.00, -1.18, 0.58], [-0.27, -2.41, -0.63], [-0.01, -3.35, -0.50], [2.93, -1.96, -0.72], [3.96, -1.72, -1.03], [2.91, -2.91, -0.17], [2.25, -2.03, -1.57], [3.24, -0.65, 1.93], [3.02, -1.59, 2.47], [4.31, -0.57, 1.73], [2.92, 0.20, 2.54], [-3.07, 1.63, 1.37], [-4.10, 1.81, 1.01], [-3.09, 1.37, 2.44], [-2.47, 2.55, 1.25], [-3.31, -1.22, 0.67], [-3.49, -1.37, 1.74], [-4.27, -1.10, 0.15], [-2.76, -2.08, 0.27], [0.13, 0.74, 2.18], [0.08, 0.75, 3.37], [0.04, 1.00, 4.60], [0.03, 0.10, 5.57], [0.02, -0.61, 6.50]], "charge": 1, "orbital_gap_ha": [0.2654, 0.2654], "e_homo_ev": [-10.42, -10.42]}

*x*
{"formula": "C13H23BeN4O2P2", "method": "ωB97M-V/def2-TZVPD", "species": ["Be", "P", "C", "C", "N", "C", "C", "C", "C", "C", "P", "H", "H", "H", "H", "H", "H", "H", "H", "O", "H", "H", "O", "H", "C", "H", "H", "H", "C", "H", "H", "H", "C", "H", "H", "H", "C", "H", "H", "H", "N", "C", "N", "C", "N"], "xyz": [[-0.34, 0.92, 0.78], [-2.38, 0.42, 0.52], [-2.45, 1.04, -1.27], [-1.01, 1.29, -1.72], [0.02, 1.19, -0.82], [1.31, 1.33, -1.23], [1.60, 1.86, -2.48], [0.55, 2.19, -3.34], [-0.76, 1.84, -2.98], [2.44, 0.91, -0.25], [2.31, -0.90, 0.26], [-1.61, 2.04, -3.64], [2.65, 1.98, -2.78], [0.75, 2.66, -4.30], [3.42, 1.10, -0.71], [2.45, 1.60, 0.62], [-3.11, 0.41, -1.90], [-3.12, 1.93, -1.19], [-0.78, -2.20, -2.76], [-1.21, -2.77, -3.44], [-2.09, -2.91, -3.03], [0.80, -2.82, 0.08], [0.17, -2.97, 0.86], [-0.46, -3.58, 0.34], [3.47, -1.73, -0.92], [4.37, -1.15, -1.18], [3.79, -2.69, -0.50], [2.95, -1.96, -1.85], [3.32, -0.90, 1.80], [3.04, -1.85, 2.27], [4.41, -0.90, 1.69], [3.06, -0.11, 2.52], [-3.55, 1.71, 1.13], [-4.54, 1.61, 0.64], [-3.71, 1.66, 2.22], [-3.17, 2.72, 0.92], [-3.29, -1.16, 0.71], [-3.59, -1.30, 1.76], [-4.20, -1.15, 0.08], [-2.62, -1.98, 0.43], [0.26, 0.99, 2.26], [0.32, 0.96, 3.45], [0.44, 1.03, 4.70], [0.16, 0.14, 5.66], [-0.05, -0.52, 6.61]], "charge": 1, "orbital_gap_ha": 0.2775, "e_homo_ev": -11.77}

The energy of each structure relative to the most stable one, in kJ/mol, is as follows: *w* 0.0; *x* 7.0.

*w*
{"formula": "C3H4F2O", "method": "ωB97M-V/def2-TZVPD", "species": ["C", "C", "C", "H", "H", "H", "H", "O", "F", "F"], "xyz": [[1.36, -0.21, 0.01], [0.04, 0.54, 0.01], [-1.34, -0.19, -0.02], [1.41, -0.83, 0.92], [1.36, -0.92, -0.82], [-1.41, -0.84, 0.85], [-1.47, -0.77, -0.90], [0.05, 1.73, 0.02], [2.33, 0.75, -0.05], [-2.32, 0.75, -0.02]], "charge": 0, "orbital_gap_ha": 0.4031, "smiles": "O=C(CF)CF", "e_homo_ev": -10.25}

*x*
{"formula": "C3H4F2O", "method": "ωB97M-V/def2-TZVPD", "species": ["C", "C", "C", "O", "F", "F", "H", "H", "H", "H"], "xyz": [[0.23, 1.53, 0.29], [0.48, 0.28, 0.60], [0.20, -0.82, -0.36], [-1.51, -0.90, -0.26], [0.66, -1.98, -0.08], [0.42, -0.54, -1.65], [0.63, 2.40, 1.00], [-0.38, 1.96, -0.57], [1.15, -0.10, 1.33], [-1.89, -1.82, -0.30]], "charge": 0, "orbital_gap_ha": 0.4140, "smiles": "C=CC(O)(F)F", "e_homo_ev": -10.43}

The energy of each structure relative to the most stable one, in kJ/mol, is as follows: *w* 0.0; *x* 102.2.

*w*
{"formula": "C4H6F2", "method": "ωB97M-V/def2-TZVPD", "species": ["C", "C", "C", "C", "H", "H", "H", "H", "H", "H", "F", "F"], "xyz": [[-1.58, -0.38, 0.16], [-0.16, -0.27, 0.64], [0.60, 0.66, -0.27], [1.77, 0.27, -0.74], [-2.16, -0.81, 0.96], [-1.94, 0.64, 0.00], [-1.72, -0.91, -0.82], [0.29, -1.26, 0.62], [0.20, 1.67, -0.48], [2.21, -0.68, -0.49], [-0.11, 0.11, 1.94], [2.60, 0.96, -1.52]], "charge": 0, "orbital_gap_ha": 0.4140, "smiles": "C[C@H](F)/C=C/F", "e_homo_ev": -10.16}

*x*
{"formula": "C4H6F2", "method": "ωB97M-V/def2-TZVPD", "species": ["C", "C", "C", "C", "H", "H", "H", "H", "H", "H", "F", "F"], "xyz": [[-1.24, 0.84, -0.44], [0.05, 0.06, -0.72], [0.32, -0.81, 0.45], [1.43, -0.73, 1.13], [-2.16, 0.31, -0.47], [-1.38, 1.51, -1.25], [0.94, 0.72, -0.95], [-0.51, -1.46, 0.70], [1.50, -1.33, 2.02], [2.21, -0.07, 0.73], [-0.98, 1.58, 0.74], [-0.19, -0.62, -1.94]], "charge": 0, "orbital_gap_ha": 0.4327, "smiles": "C=C[C@@H](F)CF", "e_homo_ev": -10.59}

The energy of each structure relative to the most stable one, in kJ/mol, is as follows: *w* 0.0; *x* 39.7.

*w*
{"formula": "C4H6F2", "method": "ωB97M-V/def2-TZVPD", "species": ["F", "F", "C", "C", "C", "C", "H", "H", "H", "H", "H", "H"], "xyz": [[1.07, 2.46, 0.25], [0.92, -1.59, -1.75], [-0.47, 0.62, -0.01], [0.10, -0.65, 0.13], [0.05, 1.72, 0.76], [-0.03, -1.81, -0.77], [-1.28, 0.74, -0.79], [0.91, -0.79, 0.80], [-0.69, 2.53, 1.00], [0.39, 1.28, 1.72], [-1.05, -1.85, -1.13], [0.09, -2.67, -0.22]], "charge": 0, "orbital_gap_ha": 0.3973, "smiles": "FC/C=C/CF", "e_homo_ev": -10.28}

*x*
{"formula": "C4H6F2", "method": "ωB97M-V/def2-TZVPD", "species": ["C", "C", "C", "C", "F", "F", "H", "H", "H", "H", "H", "H"], "xyz": [[1.25, 0.67, -0.65], [0.24, -0.16, -0.82], [-0.53, -0.44, 0.43], [-2.04, 0.06, 0.30], [-2.61, -0.83, -0.53], [-2.12, 1.31, -0.21], [1.78, 0.99, -1.52], [1.60, 1.07, 0.29], [-0.27, -0.61, -1.80], [-0.52, -1.46, 0.58], [0.05, 0.10, 1.32], [-2.76, -0.04, 1.12]], "charge": 0, "orbital_gap_ha": 0.4128, "smiles": "C=CCC(F)F", "e_homo_ev": -10.06}

The energy of each structure relative to the most stable one, in kJ/mol, is as follows: *w* 25.1; *x* 0.0.